Entry 1:
A cluster of 10 separate species, C15H50N6O16 in total in a non-equilibrium geometry. Source: the Open Molecules 2025 dataset; level of theory: wB97M-V/def2-TZVPD.

HOMO-LUMO gap in eV: 9.4575
Spin multiplicity: 1
HOMO energy in hartree: -0.34022
SMILES: NC(N)=O.NC(N)=O.NC(N)=O.OCCO.OCCO.OCCO.OCCO.OCCO.OCCO.O
Charge: 0

Last column: Löwdin charge in e.
Element x y z (Å)
C (-4.833, 1.121, 3.412)  -0.221
C (-3.826, 0.168, 3.993)  -0.224
O (-2.569, 0.238, 3.340)  -0.065
O (-5.069, 0.743, 2.057)  -0.098
H (-4.452, 2.153, 3.421)  0.120
H (-5.739, 1.209, 4.019)  0.128
H (-4.228, -0.850, 3.870)  0.131
H (-3.743, 0.277, 5.073)  0.126
H (-2.635, -0.236, 2.505)  0.054
H (-5.991, 0.906, 1.840)  0.102
C (-0.380, -1.757, -2.508)  -0.220
C (-0.891, -2.492, -3.717)  -0.241
O (-0.809, -3.901, -3.581)  -0.069
O (1.063, -1.873, -2.409)  -0.112
H (-0.780, -2.197, -1.596)  0.099
H (-0.667, -0.704, -2.528)  0.115
H (-0.278, -2.168, -4.580)  0.119
H (-1.908, -2.174, -3.942)  0.115
H (-0.056, -4.096, -2.997)  0.032
H (1.425, -2.051, -3.282)  0.094
C (-3.741, 4.196, -0.557)  -0.255
C (-3.567, 3.436, 0.728)  -0.248
O (-2.402, 2.619, 0.723)  -0.067
O (-5.004, 4.807, -0.522)  -0.048
H (-3.692, 3.458, -1.368)  0.132
H (-2.879, 4.857, -0.718)  0.116
H (-4.433, 2.767, 0.825)  0.105
H (-3.606, 4.023, 1.655)  0.123
H (-2.597, 1.780, 1.148)  0.055
H (-5.107, 5.395, -1.274)  0.090
C (6.367, -1.881, -0.696)  -0.246
C (4.987, -2.394, -1.018)  -0.255
O (4.095, -1.296, -1.104)  -0.066
O (6.872, -1.150, -1.812)  -0.064
H (7.038, -2.708, -0.457)  0.118
H (6.242, -1.222, 0.173)  0.117
H (4.689, -3.092, -0.230)  0.106
H (5.030, -2.949, -1.963)  0.128
H (3.238, -1.596, -1.425)  0.047
H (7.526, -0.522, -1.497)  0.078
C (1.498, 3.074, -1.539)  -0.239
C (0.406, 3.262, -0.508)  -0.256
O (-0.128, 4.588, -0.506)  -0.066
O (0.941, 3.333, -2.831)  -0.054
H (1.724, 2.007, -1.490)  0.103
H (2.363, 3.698, -1.306)  0.119
H (0.768, 3.015, 0.498)  0.106
H (-0.398, 2.568, -0.772)  0.110
H (-0.906, 4.528, 0.055)  0.048
H (1.376, 4.105, -3.198)  0.081
C (5.240, 2.489, 1.799)  -0.271
C (3.733, 2.305, 1.909)  -0.229
O (3.249, 1.458, 0.876)  -0.101
O (5.758, 3.366, 2.767)  -0.041
H (5.506, 2.763, 0.763)  0.127
H (5.718, 1.509, 1.905)  0.126
H (3.234, 3.277, 1.882)  0.120
H (3.539, 1.789, 2.851)  0.125
H (3.916, 1.360, 0.185)  0.086
H (5.561, 4.266, 2.491)  0.093
C (-3.990, -0.472, -1.214)  -0.649
O (-3.267, -0.416, -2.197)  0.030
N (-3.572, -0.756, 0.053)  0.167
N (-5.345, -0.206, -1.331)  0.143
H (-2.610, -1.028, 0.220)  0.045
H (-4.135, -0.443, 0.830)  0.046
H (-5.684, 0.103, -2.221)  0.094
H (-5.993, -0.451, -0.607)  0.080
C (0.126, -0.618, 0.999)  -0.590
O (-0.908, -1.209, 0.670)  -0.015
N (0.178, 0.218, 2.081)  0.202
N (1.269, -0.709, 0.261)  0.174
H (-0.617, 0.290, 2.695)  0.072
H (0.990, 0.802, 2.156)  0.087
H (1.185, -0.874, -0.738)  0.074
H (2.099, -0.189, 0.512)  0.073
C (-0.010, -5.291, -0.648)  -0.621
O (0.722, -4.703, -1.444)  -0.005
N (-0.315, -6.622, -0.786)  0.164
N (-0.485, -4.665, 0.471)  0.182
H (0.298, -7.151, -1.376)  0.105
H (-0.937, -7.077, -0.146)  0.092
H (-1.175, -5.086, 1.067)  0.098
H (-0.456, -3.656, 0.456)  0.080
O (2.425, -3.359, 0.762)  -0.067
H (2.143, -2.435, 0.806)  -0.005
H (2.278, -3.597, -0.164)  0.011

---

Entry 2:
A structure of composition C2H4N4O in a non-equilibrium geometry. Source: the Open Molecules 2025 dataset; level of theory: wB97M-V/def2-TZVPD.

HOMO-LUMO gap in eV: 8.6767
Spin multiplicity: 1
HOMO energy in hartree: -0.31486
Energy above the lowest of the compared OMol25 structures with the same formula, charge and spin in kcal/mol: 116.45
Charge: 0

Last column: Löwdin charge in e.
Element x y z (Å)
C (0.486, 0.333, -0.409)  -0.447
C (-0.832, -0.238, -0.252)  -0.358
H (2.010, 0.490, -1.877)  0.070
H (0.084, 0.433, -2.404)  0.286
H (0.006, 0.484, 2.389)  0.049
H (-1.434, -1.415, 1.411)  0.222
N (1.107, 0.458, -1.529)  0.145
N (0.983, 0.822, 0.779)  0.130
N (0.271, -0.100, 1.717)  -0.066
N (-0.920, -0.460, 1.148)  0.022
O (-1.761, -0.807, -0.974)  -0.052

---

Entry 3:
The molecule C3H4O2. Source: the Open Molecules 2025 dataset; level of theory: wB97M-V/def2-TZVPD.

HOMO-LUMO gap in eV: 9.4050
Spin multiplicity: 1
HOMO energy in hartree: -0.36542
Energy above the lowest of the compared OMol25 structures with the same formula, charge and spin in kcal/mol: 18.56
SMILES: CC(=O)C=O
Charge: 0

Last column: Löwdin charge in e.
Element x y z (Å)
C (-0.939, 0.140, -0.664)  -0.005
C (-0.045, -0.522, 0.334)  -0.410
O (-0.418, -1.357, 1.126)  0.097
C (1.339, 0.091, 0.525)  -0.170
O (1.866, 0.801, -0.294)  0.083
H (-1.547, 0.737, 0.013)  0.099
H (-1.598, -0.554, -1.192)  0.095
H (-0.411, 0.803, -1.352)  0.081
H (1.775, -0.142, 1.515)  0.131

---

Entry 4:
A structure of composition C39H54AsFeGe2NO4SSe2 in a non-equilibrium geometry. Source: the Open Molecules 2025 dataset; level of theory: wB97M-V/def2-TZVPD.

HOMO-LUMO gap (spin up / spin down) in eV: 6.1228 / 6.4569
Spin multiplicity: 5
HOMO energy (spin up / spin down) in hartree: -0.07290 / -0.08518
⟨S²⟩: 6.076
Energy above the lowest of the compared OMol25 structures with the same formula, charge and spin in kcal/mol: 86.95
Charge: -2

Last column: Mulliken spin population.
Element x y z (Å)
Fe (0.705, 0.015, -0.489)  3.603
C (-3.247, -1.989, -2.850)  -0.001
C (-2.400, -0.747, -2.567)  -0.002
Ge (-1.699, -0.727, -0.718)  -0.060
C (-3.040, 0.345, 0.281)  0.001
C (-4.478, -0.112, 0.014)  -0.002
C (-2.092, -2.485, 0.038)  0.029
C (-1.191, -3.081, 0.817)  -0.014
Ge (0.556, -2.086, 0.902)  -0.106
C (0.916, -1.476, 2.740)  -0.004
C (0.626, -2.347, 3.962)  -0.004
C (1.913, -3.352, 0.257)  0.009
C (2.713, -4.137, 1.300)  -0.001
C (-1.501, -4.404, 1.472)  0.012
C (-0.591, -5.021, 2.323)  -0.004
C (-0.860, -6.232, 2.951)  0.000
C (-2.068, -6.874, 2.738)  0.000
C (-2.993, -6.287, 1.880)  0.000
C (-2.711, -5.082, 1.261)  0.001
H (-3.624, -1.981, -3.878)  0.000
H (-4.109, -2.081, -2.185)  0.001
H (-2.645, -2.891, -2.730)  0.000
H (-2.982, 0.169, -2.714)  -0.001
H (-1.582, -0.713, -3.283)  0.001
H (-2.921, 1.398, 0.027)  0.001
H (-2.806, 0.259, 1.344)  -0.001
H (-4.748, -0.009, -1.040)  0.000
H (-5.201, 0.477, 0.589)  -0.001
H (-4.633, -1.160, 0.281)  0.001
H (-3.064, -2.947, -0.134)  0.005
H (0.349, -0.545, 2.826)  -0.005
H (1.968, -1.179, 2.739)  0.004
H (-0.399, -2.722, 3.975)  0.001
H (0.772, -1.770, 4.880)  0.000
H (1.290, -3.213, 4.025)  0.000
H (2.592, -2.748, -0.346)  0.003
H (1.402, -4.007, -0.450)  0.001
H (3.064, -3.499, 2.116)  0.000
H (3.602, -4.587, 0.847)  -0.002
H (2.150, -4.959, 1.742)  0.000
H (0.354, -4.538, 2.506)  0.004
H (-0.117, -6.668, 3.608)  0.000
H (-2.289, -7.815, 3.227)  0.000
H (-3.942, -6.775, 1.690)  0.000
H (-3.447, -4.657, 0.594)  0.001
S (-0.211, 1.727, 1.179)  0.113
C (0.704, 3.155, 0.754)  0.028
C (0.719, 4.276, 1.612)  -0.013
C (1.521, 5.351, 1.314)  0.001
C (2.303, 5.321, 0.160)  0.003
C (2.195, 4.201, -0.645)  -0.001
N (1.415, 3.157, -0.378)  0.016
H (0.115, 4.260, 2.510)  0.000
H (1.550, 6.208, 1.978)  0.000
H (2.965, 6.135, -0.104)  0.001
H (2.767, 4.124, -1.566)  0.001
C (-1.278, 2.505, -4.185)  0.000
As (-1.581, 2.735, -2.260)  0.020
C (-0.922, 4.590, -2.218)  0.000
C (-3.536, 3.189, -2.280)  0.000
C (-4.044, 4.019, -3.410)  0.000
C (-4.111, 5.409, -3.321)  0.000
C (-4.533, 6.182, -4.395)  0.000
C (-4.904, 5.579, -5.588)  0.000
C (-4.854, 4.193, -5.689)  0.000
C (-4.431, 3.427, -4.614)  0.000
H (-1.604, 3.375, -4.757)  0.000
H (-1.783, 1.608, -4.542)  0.001
H (-0.208, 2.343, -4.299)  0.000
H (-1.468, 5.222, -2.920)  0.000
H (0.129, 4.570, -2.502)  0.000
H (-0.999, 4.995, -1.207)  0.000
H (-3.697, 3.691, -1.323)  0.000
H (-4.045, 2.225, -2.246)  0.000
H (-3.835, 5.888, -2.388)  0.000
H (-4.566, 7.261, -4.297)  0.000
H (-5.231, 6.179, -6.428)  0.000
H (-5.138, 3.706, -6.614)  0.000
H (-4.393, 2.348, -4.702)  0.000
O (2.786, -0.950, -3.081)  0.003
Se (1.161, -0.926, -3.158)  -0.007
O (0.476, -1.942, -2.006)  0.085
O (0.564, 0.554, -2.478)  0.113
O (0.552, -1.135, -4.658)  0.003
C (6.468, -1.318, 5.106)  -0.001
C (5.629, -0.971, 3.903)  0.007
C (5.785, -1.636, 2.698)  -0.003
C (5.011, -1.338, 1.576)  0.001
C (5.283, -2.133, 0.323)  0.006
C (4.023, -0.336, 1.664)  0.054
Se (3.057, 0.064, 0.065)  0.094
C (3.882, 0.372, 2.869)  0.015
C (2.903, 1.495, 3.026)  -0.005
C (4.679, 0.037, 3.960)  -0.004
H (7.187, -2.103, 4.868)  0.000
H (5.849, -1.672, 5.934)  0.000
H (7.027, -0.451, 5.469)  0.000
H (6.536, -2.417, 2.614)  0.000
H (6.329, -2.448, 0.311)  0.000
H (5.064, -1.570, -0.582)  -0.004
H (4.661, -3.029, 0.291)  -0.004
H (2.553, 1.841, 2.060)  0.004
H (3.365, 2.329, 3.560)  0.001
H (2.020, 1.175, 3.584)  0.001
H (4.549, 0.598, 4.883)  0.000

---

Entry 5:
The ion C5H12NO with charge +1 in a non-equilibrium geometry. Source: the Open Molecules 2025 dataset; level of theory: wB97M-V/def2-TZVPD.

HOMO-LUMO gap in eV: 10.1224
Spin multiplicity: 1
HOMO energy in hartree: -0.50408
Energy above the lowest of the compared OMol25 structures with the same formula, charge and spin in kcal/mol: 34.05
SMILES: [NH3+]/C=C/CCCO
Charge: +1

Last column: Löwdin charge in e.
Element x y z (Å)
C (-0.645, 1.176, 1.614)  -0.219
O (-1.466, 1.441, 0.454)  -0.100
C (0.784, 1.178, 1.126)  -0.181
C (1.384, -0.207, 0.740)  -0.154
C (0.533, -1.080, -0.168)  -0.060
C (-0.252, -0.621, -1.113)  -0.061
N (-0.651, -1.505, -2.301)  0.204
H (-0.860, 0.170, 1.970)  0.122
H (-0.795, 1.981, 2.313)  0.120
H (-2.384, 1.485, 0.752)  0.096
H (1.488, 1.562, 1.869)  0.120
H (0.967, 1.870, 0.310)  0.116
H (1.531, -0.708, 1.690)  0.118
H (2.253, -0.031, 0.109)  0.128
H (0.884, -2.111, -0.209)  0.127
H (-0.504, 0.383, -1.415)  0.122
H (-1.649, -1.733, -2.361)  0.172
H (-0.522, -0.892, -3.106)  0.167
H (-0.096, -2.358, -2.276)  0.162

---

Number 1: E -2133.931344 Ha. Number 2: E -372.714752 Ha. Number 3: E -267.163208 Ha. Number 4: E -14728.562503 Ha. Number 5: E -327.405318 Ha.